The following is a quantum chemistry calculation of C23H22O6 in the gas phase, from the Open Molecules 2025 dataset.

Structure (XYZ):
```
51
Properties=species:S:1:pos:R:3:forces:R:3:mulliken_charge:R:1
C -6.026 -0.925 1.694 0.03 0.09 0.04 -1.177
C -6.185 -0.862 0.383 0.02 0.19 -0.11 0.554
C -7.077 -1.785 -0.388 0.08 0.07 0.12 -1.284
C -5.441 0.142 -0.469 -0.29 -0.42 -0.13 0.409
C -4.146 -0.474 -1.061 0.10 -0.01 -0.15 -0.840
C -3.088 0.374 -0.425 -0.28 0.05 0.06 1.160
C -3.709 1.360 0.339 0.83 -0.34 -0.30 0.082
C -2.978 2.299 1.057 -0.26 0.06 0.06 -1.192
C -1.605 2.228 0.972 -0.05 -0.18 -0.13 -0.949
C -0.954 1.254 0.206 -0.17 0.02 0.03 0.214
C -1.710 0.295 -0.496 -0.13 0.43 0.32 0.009
O -1.161 -0.687 -1.253 -0.36 0.13 0.07 -0.456
C 0.205 -0.973 -1.014 0.64 -0.29 0.11 -0.539
C 0.376 -1.809 0.265 -0.56 0.15 -0.15 -0.515
O 1.684 -2.306 0.379 0.36 -0.06 -0.09 -0.503
C 2.680 -1.389 0.156 0.29 0.28 -0.09 0.362
C 3.964 -1.741 0.545 -0.01 0.11 -0.02 -0.872
C 5.047 -0.887 0.378 -0.23 -0.13 0.04 0.543
O 6.229 -1.408 0.809 -0.35 -0.06 -0.13 -0.480
C 7.398 -0.623 0.874 0.46 0.16 0.06 -0.726
C 4.828 0.377 -0.205 0.01 0.14 -0.08 1.216
O 5.895 1.231 -0.358 -0.05 -0.40 0.10 -0.481
C 5.642 2.546 -0.785 -0.01 0.16 -0.06 -0.926
C 3.544 0.702 -0.614 0.25 -0.13 0.06 -0.568
C 2.467 -0.159 -0.452 -0.22 -0.21 -0.02 -0.940
C 1.090 0.263 -0.891 0.06 0.06 0.06 0.514
C 0.503 1.291 0.089 0.06 -0.12 -0.23 0.662
O 1.203 2.100 0.657 -0.04 -0.02 -0.01 -0.698
O -5.050 1.288 0.300 -0.04 0.29 0.24 -0.503
H -6.546 -1.654 2.291 -0.12 -0.22 0.06 0.327
H -5.385 -0.241 2.222 0.11 0.20 0.06 0.250
H -6.528 -2.256 -1.203 0.00 -0.10 -0.12 0.288
H -7.905 -1.227 -0.824 -0.07 0.01 -0.10 0.311
H -7.481 -2.558 0.259 -0.04 -0.09 -0.01 0.395
H -6.108 0.508 -1.260 0.10 -0.04 0.11 0.363
H -4.113 -0.404 -2.149 -0.03 -0.04 -0.01 0.338
H -4.038 -1.524 -0.783 -0.06 -0.01 -0.06 0.317
H -3.475 3.050 1.646 -0.05 0.11 0.08 0.470
H -0.983 2.938 1.495 0.05 0.06 0.03 0.534
H 0.521 -1.580 -1.871 -0.01 0.13 0.18 0.340
H -0.283 -2.681 0.243 0.03 0.16 -0.01 0.269
H 0.121 -1.191 1.140 0.03 -0.11 -0.04 0.367
H 4.134 -2.701 1.002 0.05 -0.14 0.09 0.455
H 7.261 0.253 1.512 0.02 -0.06 -0.05 0.286
H 8.152 -1.277 1.313 -0.04 0.06 -0.02 0.288
H 7.727 -0.300 -0.115 -0.01 -0.03 0.11 0.241
H 6.598 3.063 -0.714 -0.09 0.02 -0.04 0.259
H 4.909 3.045 -0.143 0.00 -0.01 -0.03 0.369
H 5.296 2.574 -1.824 -0.01 0.01 0.04 0.314
H 3.351 1.658 -1.070 0.03 0.12 -0.03 0.461
H 1.150 0.782 -1.857 -0.04 -0.07 0.05 0.681
```
Forces are in eV/Å.

The LUMO energy is 0.425 eV. The energy relative to the best compared isomer or geometry (same formula, charge and spin) is 0.3892 eV. The calculation puts the strongest force on any atom at 0.9 eV/Å. The HOMO-LUMO gap comes out at 8.129 eV.